Entry 1:
Computed, not measured: the molecule C28H31N3O4 in a non-equilibrium geometry, with ωB97M-V/def2-TZVPD.

Cartesian coordinates (Å):
C1 3.513 4.790 -1.193
C2 3.537 3.691 -0.191
C3 4.382 3.423 0.846
C4 3.901 2.238 1.452
C5 2.792 1.870 0.747
C6 1.950 0.650 0.890
C7 1.916 -0.185 -0.421
O1 2.174 0.265 -1.514
N1 1.581 -1.457 -0.167
C8 1.393 -2.455 -1.198
C9 2.562 -3.447 -1.218
C10 2.579 -4.315 0.037
C11 1.257 -5.061 0.185
C12 0.098 -4.073 0.258
C13 0.065 -3.187 -0.987
N2 0.580 0.908 1.354
C14 -0.153 1.977 0.718
C15 -0.769 1.571 -0.590
C16 -1.330 2.334 -1.569
C17 -1.770 1.433 -2.568
C18 -1.441 0.195 -2.120
O2 -0.838 0.268 -0.920
C19 0.020 -0.012 2.172
O3 0.623 -1.030 2.491
C20 -1.380 0.245 2.706
C21 -2.389 -0.077 1.647
C22 -2.557 -1.300 1.064
N3 -3.513 -1.231 0.090
C23 -3.983 0.048 0.021
C24 -4.937 0.610 -0.817
C25 -5.218 1.949 -0.658
C26 -4.576 2.711 0.322
C27 -3.630 2.160 1.154
C28 -3.304 0.811 1.003
O4 2.572 2.754 -0.251
H1 4.417 5.384 -1.109
H2 3.444 4.374 -2.196
H3 2.648 5.435 -1.036
H4 5.241 3.992 1.139
H5 4.320 1.729 2.296
H6 2.412 0.031 1.669
H7 1.353 -1.715 0.785
H8 1.372 -1.907 -2.148
H9 3.497 -2.891 -1.306
H10 2.463 -4.084 -2.100
H11 2.742 -3.688 0.916
H12 3.404 -5.027 -0.022
H13 1.275 -5.678 1.085
H14 1.117 -5.724 -0.673
H15 0.206 -3.457 1.154
H16 -0.847 -4.616 0.341
H17 -0.733 -2.448 -0.897
H18 -0.134 -3.805 -1.866
H19 0.527 2.811 0.529
H20 -0.936 2.337 1.388
H21 -1.418 3.401 -1.578
H22 -2.259 1.679 -3.487
H23 -1.563 -0.780 -2.549
H24 -1.507 -0.428 3.558
H25 -1.495 1.271 3.055
H26 -2.054 -2.222 1.284
H27 -3.814 -1.996 -0.488
H28 -5.438 0.015 -1.567
H29 -5.951 2.420 -1.295
H30 -4.835 3.754 0.425
H31 -3.158 2.764 1.916

Results
HOMO energy: -0.29278 hartree
Lowest unoccupied orbital energy: 0.70 eV
Frontier orbital gap: 8.663 eV
Calculated total energy: -1550.8364 a.u.
2S+1: 1
Relative energy (zero: lowest compared OMol25 entry of this formula, charge and spin): 0.589 eV

Here are the Löwdin charges for atoms 1 to 4, given in e: atom 1 (C): -0.005, atom 2 (C): -0.314, atom 3 (C): -0.019, atom 4 (C): -0.001

Entry 2:
Computed, not measured: C12H18F18N3O15S6Y as an isolated structure in a non-equilibrium geometry, with ωB97M-V/def2-TZVPD.

Cartesian coordinates (Å):
Y1 0.182 -0.101 -0.068
C1 -1.136 1.885 -3.970
F1 -0.749 2.448 -5.149
F2 -2.363 2.317 -3.603
F3 -1.291 0.570 -4.080
S1 0.281 2.288 -2.616
O1 1.401 3.092 -3.225
O2 -0.358 3.012 -1.508
N1 0.828 0.774 -1.962
S2 1.855 0.237 -3.048
O3 1.855 -1.218 -2.784
O4 1.736 0.627 -4.474
C2 3.614 0.888 -2.378
F4 3.644 2.273 -2.422
F5 3.925 0.489 -1.202
F6 4.612 0.401 -3.159
C3 4.414 -2.058 0.404
F7 5.075 -3.113 0.872
F8 5.151 -0.959 0.615
F9 3.981 -2.192 -0.838
S3 2.789 -1.948 1.507
O5 2.765 -3.009 2.515
O6 2.795 -0.565 2.019
N2 1.380 -1.934 0.373
S4 1.444 -3.451 -0.187
O7 0.917 -3.447 -1.536
O8 2.659 -4.281 -0.036
C4 0.058 -4.359 0.818
F10 -0.990 -3.618 0.916
F11 -0.425 -5.361 0.118
F12 0.410 -4.784 2.042
C5 -1.217 -2.380 4.044
F13 -1.927 -3.497 3.936
F14 -1.330 -1.981 5.370
F15 0.066 -2.666 3.677
S5 -1.966 -0.925 2.827
O9 -2.525 -1.654 1.710
O10 -2.964 -0.103 3.623
N3 -0.544 -0.087 2.134
S6 -0.201 0.940 3.310
O11 -0.596 0.490 4.667
O12 1.235 1.387 3.264
C6 -1.273 2.552 2.903
F16 -0.934 3.581 3.735
F17 -1.127 2.889 1.707
F18 -2.571 2.301 3.083
C7 -3.955 1.945 -0.651
C8 -3.093 0.866 0.043
O13 -1.753 1.049 -0.350
H1 -3.486 2.912 -0.472
H2 -4.888 1.965 -0.087
H3 -3.978 1.637 -1.696
H4 -3.427 -0.122 -0.272
H5 -3.291 1.024 1.103
H6 -1.771 1.927 -0.738
C9 -3.212 -1.821 -2.485
C10 -1.758 -2.194 -1.943
O14 -1.421 -1.726 -0.739
H7 -3.204 -0.733 -2.545
H8 -3.964 -2.020 -1.722
H9 -3.601 -2.277 -3.395
H10 -0.983 -1.914 -2.656
H11 -1.696 -3.281 -1.911
H12 -1.948 -2.244 -0.127
C11 1.775 4.062 1.017
C12 2.344 2.953 0.196
O15 1.744 1.647 0.675
H13 2.440 4.917 0.894
H14 1.964 3.792 2.056
H15 0.736 4.389 1.022
H16 3.422 2.798 0.210
H17 2.181 3.175 -0.858
H18 2.242 1.528 1.487

Results
HOMO energy: -0.41115 hartree
Lowest unoccupied orbital energy: -0.92 eV
Frontier orbital gap: 10.268 eV
Calculated total energy: -5985.8493 a.u.
2S+1: 1

Here are the Löwdin charges for atoms 1 to 4, given in e: atom 1 (Y): 1.531, atom 2 (C): -0.548, atom 3 (F): 0.143, atom 4 (F): 0.132

Entry 3:
Computed, not measured: C16H22N2S as an isolated structure in a non-equilibrium geometry, with ωB97M-V/def2-TZVPD.

Cartesian coordinates (Å):
S1 0.228 2.116 -0.140
C1 0.575 0.489 0.053
N1 -0.243 -0.156 0.803
C2 -1.486 0.369 1.436
C3 -2.701 0.070 0.404
C4 -3.571 1.208 0.169
C5 -4.632 0.921 -0.612
C6 -4.786 -0.216 -1.369
C7 -4.019 -1.259 -0.915
C8 -2.907 -1.092 0.076
C9 -2.101 -1.909 0.650
C10 -0.669 -1.574 0.492
H1 0.009 -2.423 1.241
H2 -0.123 -1.811 -0.352
H3 -2.159 -3.057 -0.052
H4 -2.400 -2.337 1.795
H5 -4.100 -2.447 -1.138
H6 -5.598 -0.477 -1.871
H7 -5.060 1.969 -1.185
H8 -3.352 2.344 0.586
H9 -1.761 -0.095 2.336
H10 -1.418 1.546 1.788
N2 1.480 0.006 -0.500
H11 1.883 0.612 -0.988
C11 2.465 -0.769 -0.111
C12 3.520 -1.502 -0.910
C13 4.376 -0.653 -1.497
C14 5.152 0.439 -0.427
C15 4.055 0.880 0.694
C16 3.266 -0.185 1.273
H12 3.849 -0.734 1.733
H13 2.482 0.298 1.752
H14 4.713 1.472 1.395
H15 3.506 1.536 0.046
H16 5.721 0.978 -0.833
H17 5.798 -0.222 0.181
H18 3.820 0.251 -2.265
H19 5.074 -0.935 -1.900
H20 4.022 -2.244 -0.387
H21 2.750 -1.882 -1.599
H22 2.022 -1.839 0.783

Results
HOMO energy: -0.28058 hartree
Lowest unoccupied orbital energy: 0.48 eV
Frontier orbital gap: 8.110 eV
Calculated total energy: -1129.9407 a.u.
2S+1: 1
Relative energy (zero: lowest compared OMol25 entry of this formula, charge and spin): 18.185 eV

Here are the Löwdin charges for atoms 1 to 4, given in e: atom 1 (S): 0.659, atom 2 (C): -0.966, atom 3 (N): -0.053, atom 4 (C): -0.097

Entry 4:
Computed, not measured: a 2-piece molecular cluster, C3HBr2NO overall in a non-equilibrium geometry, with ωB97M-V/def2-TZVPD.

Cartesian coordinates (Å):
C1 0.556 0.823 0.971
C2 0.185 -1.190 -0.323
C3 0.478 0.239 -0.305
N1 0.619 1.352 1.982
O1 -0.278 -1.637 0.718
Br1 0.772 1.206 -1.807
Br2 -2.510 1.025 0.012
H1 0.178 -1.818 -1.247

Results
HOMO energy (spin up / spin down): -0.35114 / -0.35096 hartree
Lowest unoccupied orbital energy (spin up / spin down): -4.36 / -4.37 eV
Frontier orbital gap (spin up / spin down): 5.194 / 5.181 eV
Calculated total energy: -5392.7943 a.u.
2S+1: 1
Relative energy (zero: lowest compared OMol25 entry of this formula, charge and spin): 2.524 eV

Here are the Löwdin charges for atoms 1 to 4, given in e: atom 1 (C): -0.349, atom 2 (C): -0.298, atom 3 (C): -0.715, atom 4 (N): 0.241

Entry 5:
Computed, not measured: the molecule C5H6O in a non-equilibrium geometry, with ωB97M-V/def2-TZVPD.

Cartesian coordinates (Å):
O1 1.664 1.841 0.812
C1 1.005 1.132 1.534
C2 0.172 -0.027 1.042
C3 0.201 -0.164 -0.464
C4 -0.738 -0.895 -1.156
C5 -1.863 -1.364 -1.547
H1 0.993 1.296 2.632
H2 -0.844 0.061 1.446
H3 0.582 -0.939 1.516
H4 -0.761 0.222 -1.612
H5 1.062 0.274 -0.960
H6 -2.034 -2.424 -1.668

Results
HOMO energy: -0.29926 hartree
Lowest unoccupied orbital energy: 0.45 eV
Frontier orbital gap: 8.592 eV
Calculated total energy: -269.1466 a.u.
2S+1: 1
Relative energy (zero: lowest compared OMol25 entry of this formula, charge and spin): 5.432 eV

Here are the Löwdin charges for atoms 1 to 4, given in e: atom 1 (O): 0.051, atom 2 (C): -0.260, atom 3 (C): -0.138, atom 4 (C): -0.117

Entry 6:
Computed, not measured: C51H38CaN7SSe as an isolated structure in a non-equilibrium geometry, with ωB97M-V/def2-TZVPD.

Cartesian coordinates (Å):
Ca1 0.837 0.567 0.320
C1 7.630 -2.949 -0.498
C2 7.730 -1.567 -0.423
C3 6.584 -0.791 -0.287
C4 5.325 -1.383 -0.226
C5 5.237 -2.772 -0.301
C6 6.379 -3.552 -0.437
C7 4.091 -0.542 -0.069
C8 3.689 -0.273 1.260
C9 4.337 -0.788 2.454
C10 3.565 -0.431 3.511
C11 2.436 0.317 2.983
N1 2.565 0.402 1.630
C12 1.357 0.820 3.748
C13 0.200 1.487 3.271
C14 -0.838 2.070 4.102
C15 -1.763 2.605 3.265
C16 -1.303 2.360 1.912
C17 -1.986 2.723 0.732
C18 -3.334 3.352 0.901
C19 -4.462 2.542 1.006
C20 -5.723 3.108 1.146
C21 -5.869 4.491 1.183
C22 -4.748 5.304 1.076
C23 -3.487 4.735 0.935
C24 -1.573 2.471 -0.595
N2 -0.427 1.836 -0.952
C25 -0.451 1.647 -2.300
C26 0.515 0.941 -3.057
C27 0.120 0.611 -4.466
C28 0.711 1.236 -5.560
C29 0.307 0.927 -6.855
C30 -0.692 -0.014 -7.066
C31 -1.285 -0.646 -5.978
C32 -0.884 -0.335 -4.683
C33 1.751 0.415 -2.600
C34 2.665 -0.388 -3.395
C35 3.683 -0.763 -2.574
C36 3.387 -0.223 -1.258
N3 2.247 0.514 -1.334
C37 -1.663 2.242 -2.837
C38 -2.349 2.756 -1.788
N4 -0.118 1.698 1.965
C39 1.400 0.545 5.221
C40 2.280 1.225 6.059
C41 2.304 0.965 7.424
C42 1.450 0.014 7.967
C43 0.575 -0.677 7.136
C44 0.548 -0.412 5.773
H1 8.522 -3.556 -0.600
H2 8.702 -1.090 -0.465
H3 6.657 0.289 -0.225
H4 4.261 -3.243 -0.240
H5 6.291 -4.630 -0.487
H6 5.249 -1.367 2.472
H7 3.719 -0.685 4.550
H8 -0.856 2.064 5.181
H9 -2.673 3.118 3.533
H10 -4.341 1.464 0.962
H11 -6.594 2.468 1.223
H12 -6.852 4.931 1.299
H13 -4.853 6.382 1.104
H14 -2.607 5.364 0.854
H15 1.491 1.971 -5.392
H16 0.770 1.427 -7.698
H17 -1.008 -0.255 -8.074
H18 -2.068 -1.380 -6.130
H19 -1.354 -0.813 -3.826
H20 2.532 -0.640 -4.436
H21 4.533 -1.380 -2.824
H22 -1.942 2.255 -3.880
H23 -3.304 3.259 -1.808
H24 2.943 1.969 5.631
H25 2.990 1.506 8.064
H26 1.470 -0.192 9.031
H27 -0.085 -1.429 7.551
H28 -0.121 -0.957 5.116
N5 1.178 -2.044 -0.083
N6 -0.043 -2.762 0.064
C45 -0.470 -3.076 1.305
N7 -1.779 -3.401 1.355
S1 0.539 -3.077 2.662
H29 1.693 -2.451 -0.854
H30 1.696 -2.232 0.780
H31 -0.773 -2.483 -0.608
H32 -2.379 -2.991 0.634
H33 -2.156 -3.486 2.282
Se1 -2.662 -1.302 -1.102
C46 -4.108 -1.899 -2.195
C47 -4.780 -3.106 -1.960
C48 -5.871 -3.487 -2.736
C49 -6.316 -2.680 -3.777
C50 -5.643 -1.493 -4.042
C51 -4.554 -1.108 -3.266
H34 -4.437 -3.749 -1.159
H35 -6.380 -4.421 -2.523
H36 -7.174 -2.972 -4.372
H37 -5.972 -0.858 -4.857
H38 -4.033 -0.180 -3.474

Results
HOMO energy: -0.15919 hartree
Lowest unoccupied orbital energy: 1.26 eV
Frontier orbital gap: 5.595 eV
Calculated total energy: -5826.9911 a.u.
2S+1: 1
Relative energy (zero: lowest compared OMol25 entry of this formula, charge and spin): 0.000 eV
Total charge: -1

Here are the Löwdin charges for atoms 1 to 4, given in e: atom 1 (Ca): 1.356, atom 2 (C): -0.103, atom 3 (C): -0.089, atom 4 (C): -0.028

Entry 7:
Computed, not measured: a 2-piece molecular cluster, C6H13N overall, with ωB97M-V/def2-TZVPD.

Cartesian coordinates (Å):
C1 -1.086 2.871 0.713
C2 -0.407 1.642 1.188
N1 -0.454 -1.359 -0.972
C3 -0.697 -2.711 -0.528
C4 0.504 -0.668 -0.495
C5 1.483 -1.094 0.581
C6 0.646 0.723 -1.083
H1 -2.029 2.797 0.153
H2 -1.308 3.337 1.692
H3 -0.399 3.569 0.221
H4 -1.157 0.821 1.156
H5 -0.382 -3.401 -1.320
H6 -0.194 -3.009 0.403
H7 -1.776 -2.847 -0.400
H8 2.007 -0.229 0.993
H9 0.977 -1.597 1.411
H10 2.224 -1.796 0.177
H11 -0.295 1.268 -0.937
H12 0.758 0.663 -2.168
H13 1.470 1.296 -0.655

Results
HOMO energy: -0.31955 hartree
Lowest unoccupied orbital energy: 0.04 eV
Frontier orbital gap: 8.731 eV
Calculated total energy: -290.9883 a.u.
2S+1: 1
Relative energy (zero: lowest compared OMol25 entry of this formula, charge and spin): 4.638 eV

Here are the Löwdin charges for atoms 1 to 4, given in e: atom 1 (C): -0.252, atom 2 (C): 0.051, atom 3 (N): 0.004, atom 4 (C): -0.140

Entry 8:
Computed, not measured: C30H24Cl5CrN2O2 as an isolated structure in a non-equilibrium geometry, with ωB97M-V/def2-TZVPD.

Cartesian coordinates (Å):
Cr1 -0.038 -0.971 0.578
O1 1.288 -2.172 0.793
C1 2.460 -2.152 1.346
C2 3.248 -3.314 1.366
C3 4.485 -3.322 1.966
C4 4.986 -2.158 2.549
C5 4.249 -0.999 2.524
C6 2.975 -0.950 1.924
C7 2.270 0.277 1.836
N1 1.097 0.440 1.270
N2 0.651 1.694 1.154
C8 -0.540 1.712 0.604
O2 -1.090 0.609 0.238
C9 -1.202 3.003 0.389
C10 -0.459 4.183 0.347
C11 -1.086 5.384 0.070
C12 -2.455 5.418 -0.159
C13 -3.204 4.256 -0.062
C14 -2.581 3.052 0.204
H1 2.831 -4.201 0.909
H2 5.066 -4.233 1.988
H3 5.955 -2.174 3.025
H4 4.643 -0.098 2.975
H5 2.749 1.178 2.206
H6 0.602 4.137 0.531
H7 -0.513 6.300 0.029
H8 -2.940 6.350 -0.414
H9 -4.275 4.291 -0.194
H10 -3.152 2.139 0.290
C15 -2.133 1.314 -3.153
C16 -1.505 -0.077 -3.145
C17 -2.414 -1.022 -2.349
C18 -0.097 -0.098 -2.588
C19 0.580 -1.314 -2.468
C20 1.883 -1.374 -1.999
C21 2.568 -0.217 -1.646
C22 4.005 -0.264 -1.220
C23 1.899 0.995 -1.764
C24 0.590 1.055 -2.220
H11 -3.147 1.252 -3.541
H12 -1.576 2.002 -3.784
H13 -2.178 1.710 -2.141
H14 -1.455 -0.441 -4.181
H15 -2.371 -0.765 -1.289
H16 -2.122 -2.061 -2.479
H17 -3.444 -0.921 -2.684
H18 0.106 -2.225 -2.804
H19 2.386 -2.331 -1.946
H20 4.651 -0.099 -2.084
H21 4.255 -1.231 -0.788
H22 4.219 0.513 -0.488
H23 2.412 1.912 -1.512
H24 0.124 2.024 -2.300
Cl1 -1.134 -3.284 -0.233
C25 -2.092 -2.768 1.093
C26 -1.636 -1.580 1.648
C27 -2.383 -1.063 2.697
Cl2 -1.845 0.407 3.396
C28 -3.533 -1.701 3.162
Cl3 -4.449 -1.023 4.444
C29 -3.939 -2.906 2.585
Cl4 -5.338 -3.708 3.168
C30 -3.210 -3.457 1.528
Cl5 -3.700 -4.931 0.802

Results
HOMO energy (spin up / spin down): -0.29485 / -0.29153 hartree
Lowest unoccupied orbital energy (spin up / spin down): -0.98 / -0.74 eV
Frontier orbital gap (spin up / spin down): 7.045 / 7.196 eV
Calculated total energy: -4763.0221 a.u.
2S+1: 2
Relative energy (zero: lowest compared OMol25 entry of this formula, charge and spin): 0.311 eV

Here are the Löwdin charges for atoms 1 to 4, given in e: atom 1 (Cr): 0.801, atom 2 (O): -0.213, atom 3 (C): -0.323, atom 4 (C): -0.004